Below is a structure of composition C56H141N4O17V in a non-equilibrium geometry, with properties calculated with the ωB97M-V functional and the def2-TZVPD basis.

```
219
Properties=species:S:1:pos:R:3:forces:R:3
V -2.341 3.284 1.319 2.2 -3.5 -1.2
O -3.343 1.603 2.470 -1.1 2.3 -0.9
O -4.240 2.846 0.288 0.2 1.1 -0.2
O -1.174 1.715 0.467 -3.2 4.3 2.5
O 3.728 -0.835 5.437 0.7 0.9 0.8
O -0.760 4.867 1.450 1.4 -0.9 0.0
O 4.620 3.047 -1.990 2.5 2.3 0.8
O -0.964 -5.555 4.123 -0.3 -0.4 0.1
O -1.288 2.984 3.379 -0.6 -0.4 -0.3
O -0.264 1.814 -4.302 0.7 0.2 1.6
O -2.219 4.377 -0.694 -1.6 0.5 1.8
O 4.444 -5.637 -1.471 0.1 0.1 0.3
O -3.163 -0.930 3.324 0.8 1.4 -0.7
O -0.625 4.569 -5.112 -1.2 -1.0 1.4
O -3.433 4.722 2.373 0.6 -1.4 0.2
O 3.582 5.043 4.677 0.3 -1.6 -0.5
O -1.373 -1.412 5.503 0.3 0.7 -0.4
O -5.545 -4.658 -1.312 -0.9 0.6 0.3
N -4.215 -4.829 -1.619 3.0 -0.6 0.4
N -0.597 1.039 -5.382 -2.0 -0.5 -2.6
N 4.617 4.103 4.237 0.8 0.9 -0.5
N 4.207 -4.274 -1.331 0.6 2.1 0.1
C -3.459 7.073 1.993 -0.1 0.5 -0.2
C 3.974 -4.205 1.212 0.1 -0.6 -0.6
C -4.363 -1.627 3.490 -0.6 0.0 1.5
C 3.080 2.554 2.927 -0.1 -0.4 -0.5
C -3.658 -5.179 0.732 0.3 0.4 -0.5
C -4.377 1.962 -0.817 -0.6 -2.8 -0.9
C -2.507 0.008 -6.631 1.4 -1.6 -1.0
C -4.117 5.732 1.696 -0.7 2.3 -0.5
C -0.510 -0.525 0.434 0.7 -0.9 0.7
C 5.414 -3.497 -3.354 1.5 -0.7 0.4
C 2.378 -1.016 5.092 1.1 -0.6 -1.4
C 4.164 4.419 1.755 0.0 0.5 0.6
C -4.692 -5.430 -3.926 0.0 -0.6 0.3
C -0.370 0.826 -0.192 0.0 -0.3 -0.7
C -0.735 -3.644 2.747 1.3 -0.2 -0.1
C 3.704 -2.114 -2.484 0.1 0.7 -0.3
C -4.357 -3.048 -3.346 -0.7 1.3 0.3
C 0.325 -0.063 -5.627 0.9 -1.2 -0.6
C -4.625 1.801 3.095 0.2 -0.7 1.1
C -0.515 1.797 3.627 1.2 -0.5 0.0
C 0.627 5.015 -4.585 -0.9 0.0 -1.6
C 3.625 2.157 -1.777 -1.0 -1.6 -0.8
C 5.281 3.392 5.369 -0.4 -0.4 0.4
C 3.158 -4.235 -3.620 -2.0 -1.1 -0.4
C 4.284 2.446 6.090 -0.4 0.0 -0.9
C 1.980 -4.667 -0.338 0.2 -0.2 -0.2
C -1.690 -0.800 6.741 -0.9 -0.2 0.9
C 2.313 -1.173 3.556 -1.2 0.5 0.2
C -3.908 -4.438 -2.982 0.3 -1.1 -2.1
C -2.066 0.754 -5.355 -1.3 0.4 -0.9
C -0.138 -0.971 -6.788 -1.7 -1.3 -0.4
C -1.809 -4.661 -0.850 -0.4 0.6 -0.9
C 0.509 -1.005 -4.368 1.5 0.6 -0.1
C 5.577 2.632 2.535 0.2 -1.6 0.7
C -1.296 4.174 -1.688 2.1 -1.1 -2.4
C -5.046 0.672 -0.261 0.6 0.1 -0.1
C -0.252 -5.068 2.993 -1.1 0.1 0.7
C 5.853 4.413 6.336 -0.7 0.4 0.5
C -1.670 -1.246 -6.855 0.6 -0.2 0.6
C -3.323 -4.324 -0.529 0.1 -0.9 1.2
C -1.410 -4.125 -2.207 -0.6 0.2 -0.8
C -2.483 -0.056 -4.131 0.5 -0.8 -0.9
C 6.101 1.661 3.640 0.0 1.9 -0.3
C 4.336 3.434 2.958 0.4 0.5 -0.6
C 3.317 -3.913 -0.172 0.0 -1.1 0.0
C -2.361 -4.628 -3.313 0.4 0.4 0.8
C 3.046 -2.425 -0.107 -0.1 0.5 -1.5
C 2.659 -1.823 -1.497 -1.2 -0.8 2.5
C 4.094 -3.574 -2.683 -0.2 0.2 1.6
C 1.684 4.580 -5.577 1.1 1.1 1.1
C 0.690 4.545 1.332 0.2 0.1 0.3
C -3.525 -2.831 -0.158 0.1 -0.8 -0.7
C -2.943 2.041 -5.404 0.8 -0.1 0.0
C 1.689 0.512 -6.136 -0.6 0.3 0.7
C -4.837 -1.496 4.984 0.1 -0.4 -0.9
C 6.480 2.573 4.858 -0.4 -1.2 -1.1
H -3.508 -0.423 -6.659 -0.5 0.9 0.6
H 0.294 -1.965 -6.667 0.4 0.0 0.5
H 6.082 -2.963 -2.678 0.3 0.1 -0.3
H 6.509 3.937 7.065 0.1 -0.1 -0.2
H 2.150 -4.318 -3.212 -0.4 0.5 0.1
H 1.788 -0.151 5.392 0.3 0.1 0.2
H -0.973 0.845 3.360 -0.6 0.5 -0.2
H 1.679 5.262 -6.427 -0.1 -0.4 -0.2
H -4.959 2.832 3.214 0.4 0.0 -0.4
H -3.687 4.817 3.293 0.4 -0.5 0.4
H -1.060 -4.280 -0.156 -0.6 0.3 0.7
H 3.925 -1.873 0.228 0.2 -0.1 0.2
H -2.374 0.552 -7.566 -0.1 0.8 0.3
H 7.316 3.222 4.597 -0.2 0.3 -0.4
H -5.944 0.857 0.328 -0.2 0.5 -0.1
H -4.491 -6.447 -3.592 0.2 -0.1 0.1
H -1.596 -5.730 -0.877 -0.6 -0.3 0.1
H -1.022 -2.275 5.737 0.1 -0.3 -0.3
H -1.975 -1.016 -4.232 0.0 0.0 0.5
H 0.380 -0.482 -3.420 -0.9 -0.1 0.0
H 3.333 -5.291 -3.826 0.8 0.0 -0.2
H -4.173 -2.645 3.151 -0.5 -0.3 0.3
H -3.536 -0.306 -4.254 -0.2 0.4 0.6
H 1.654 3.526 -5.850 -0.3 0.2 0.0
H 2.445 -0.263 -6.264 0.0 0.0 0.6
H 6.992 1.144 3.283 -0.1 -0.1 0.0
H -1.803 -3.426 2.722 0.0 -0.6 -0.2
H 6.410 3.238 2.180 -0.2 0.4 0.2
H -3.426 1.726 -1.293 0.1 0.2 0.4
H -2.562 7.194 1.386 0.0 0.1 0.0
H 1.352 -4.688 0.552 0.0 0.3 0.1
H 2.151 -5.713 -0.595 0.1 -0.1 0.2
H 0.210 -0.764 -7.800 0.0 1.1 0.1
H 3.291 -3.945 2.021 -0.2 0.3 -0.1
H 2.738 -0.341 2.994 0.5 0.2 0.5
H -0.242 1.745 4.681 -0.1 0.1 0.0
H 3.187 1.567 3.376 0.0 0.3 0.5
H 4.286 3.939 -1.873 0.2 0.0 -0.1
H -1.628 3.369 -2.344 0.2 -0.4 0.0
H -1.524 -0.926 0.433 -0.1 0.2 -0.2
H -4.616 -4.968 1.206 -0.1 0.1 -0.3
H 2.885 2.466 -1.040 -0.4 0.1 -0.1
H -5.347 -2.838 -2.941 -0.4 -0.5 -0.2
H -4.003 1.808 -5.504 0.0 -0.4 0.7
H 2.195 3.081 3.283 0.2 0.0 0.5
H 4.018 3.856 0.833 -0.4 -0.2 0.1
H -2.160 0.414 -3.202 -0.4 0.1 0.1
H 1.557 -1.274 -4.235 0.4 0.1 -0.6
H -5.081 -0.464 5.237 -0.3 0.0 -0.3
H 3.084 -3.698 -4.565 0.1 -0.1 0.0
H 3.888 5.883 4.329 0.3 0.1 0.1
H -0.185 2.693 -4.679 -0.1 0.5 -0.2
H -4.470 -5.429 -4.993 0.7 0.5 0.1
H 1.262 -1.057 3.292 -0.3 -0.7 -0.3
H -0.315 3.901 -1.297 -0.2 0.1 0.2
H -3.825 -2.205 -2.904 0.8 -0.2 -0.2
H 5.046 4.851 6.923 0.0 0.2 0.0
H 0.897 3.482 1.214 -0.7 0.0 -0.3
H 2.270 -2.333 0.653 -0.2 0.4 0.0
H 0.748 4.571 -3.597 -0.1 -0.3 -0.1
H -4.594 -2.618 -0.164 0.0 0.1 0.0
H 5.316 0.932 3.840 0.2 -0.1 0.4
H -3.130 -2.657 0.843 0.1 0.2 -0.1
H -2.889 -4.951 1.471 0.0 -0.3 0.1
H 3.638 -6.008 -1.838 -0.3 -0.4 -0.2
H -5.153 5.732 2.035 -0.1 0.0 -0.2
H -4.077 5.549 0.623 -0.1 -0.2 0.2
H -1.037 -6.502 3.986 -0.1 -0.1 0.4
H 0.652 1.204 -0.176 0.4 -0.2 0.0
H 1.126 5.117 0.513 -0.2 -0.1 -0.1
H -2.141 0.190 6.679 0.2 0.1 -0.8
H -2.707 2.631 -4.518 -0.4 0.4 -0.1
H 3.274 2.019 -2.800 -1.4 -0.8 0.3
H 1.652 0.986 -7.117 -0.7 0.0 0.0
H -5.420 1.201 2.653 0.1 0.1 -0.4
H -5.693 -2.144 5.173 -0.1 0.2 0.0
H -2.007 -5.632 -3.547 -0.9 -0.5 0.2
H 2.873 2.320 1.882 0.0 0.0 -0.3
H 3.333 5.096 1.950 -0.1 0.1 -0.2
H 6.921 1.945 5.633 -0.5 0.0 0.4
H -0.934 3.626 3.999 -0.1 0.5 -0.2
H 2.763 -2.070 3.131 -0.3 -0.2 0.3
H 4.726 1.847 6.886 0.0 0.2 0.1
H -2.063 -4.071 -4.200 -0.6 0.2 -0.3
H 4.253 -1.581 5.136 -0.1 -0.1 0.0
H -0.235 -3.361 1.821 -0.2 0.6 -0.1
H 6.370 5.226 5.826 0.1 -0.2 -0.1
H 3.374 2.953 6.413 0.3 0.5 0.5
H -0.390 -4.424 -2.449 0.1 -0.1 -0.1
H -4.069 -1.761 5.710 0.2 -0.3 -0.3
H -3.019 -2.231 -0.913 0.0 0.4 0.3
H -5.046 2.378 -1.571 0.1 0.5 0.0
H -0.670 0.760 -1.237 0.0 0.1 -0.4
H -2.477 -1.412 7.181 0.1 0.0 0.6
H 4.216 -5.248 1.413 0.2 -0.1 -0.4
H 5.833 -4.496 -3.475 0.0 0.0 -0.3
H -2.822 2.610 -6.326 0.8 0.2 0.1
H -0.429 -5.758 2.168 0.1 0.3 -0.4
H 5.318 -3.006 -4.323 0.2 0.0 0.1
H -1.982 -1.968 -6.100 0.3 -0.2 0.4
H -3.620 -6.228 0.439 0.0 -0.1 0.2
H 0.802 -5.070 3.273 0.3 0.2 -0.5
H -0.846 -0.699 7.423 0.1 -0.3 -0.1
H 0.395 1.888 3.035 0.1 -0.2 0.1
H 4.042 1.210 -1.432 0.1 -0.1 0.1
H -4.125 7.914 1.796 -0.1 -0.1 -0.5
H 4.562 -1.511 -2.184 0.4 -0.2 -0.2
H 1.711 -2.269 -1.799 -0.3 0.2 -0.1
H 0.079 -2.004 -4.440 -0.8 0.4 0.1
H 3.871 1.757 5.353 0.4 -0.3 0.1
H -0.318 -3.050 3.561 0.0 0.3 -0.1
H -1.953 -1.761 -7.773 0.2 0.3 -0.3
H -5.184 2.989 0.387 -0.1 0.8 1.3
H -1.395 -3.038 -2.279 -0.1 0.3 0.5
H -0.917 4.892 -5.968 0.7 0.4 -0.1
H 1.956 1.301 -5.433 0.7 -0.2 0.1
H -0.740 5.823 1.532 -0.7 0.2 0.0
H 4.875 -3.597 1.301 0.1 -0.1 0.0
H -4.446 1.383 4.086 -0.6 0.3 0.3
H -3.196 7.254 3.035 0.0 -0.5 0.2
H -2.560 -1.168 4.032 0.6 -0.3 0.5
H -4.423 -2.920 -4.426 0.2 0.1 0.0
H -4.346 0.196 0.427 0.1 -0.2 -0.2
H -5.781 -5.369 -3.934 -0.1 0.6 0.6
H 5.033 5.029 1.506 0.2 0.1 0.6
H -2.960 4.721 -1.197 -0.7 -0.1 0.6
H 2.044 -1.882 5.664 -0.7 -0.2 -0.4
H 2.518 -0.754 -1.340 -0.2 0.1 -0.3
H -1.204 5.022 -2.367 0.1 0.4 0.3
H -5.079 -1.159 2.815 -0.2 -0.2 0.0
H -0.182 -0.495 1.473 -0.1 0.2 0.3
H -5.351 -0.035 -1.032 0.3 0.1 -0.1
H 1.436 -4.257 -1.189 -0.2 0.1 0.2
H -5.831 -5.531 -1.033 -0.2 -0.1 0.0
H 5.249 2.052 1.672 0.1 -0.1 -0.2
H 2.632 4.753 -5.066 0.4 -0.1 -0.2
H 1.238 4.818 2.234 -0.4 0.3 0.2
H -3.142 0.730 2.815 1.1 -1.6 -0.1
H 3.327 -1.713 -3.425 0.5 -0.1 -0.3
H 0.162 -1.263 -0.003 0.0 0.0 -0.4
H 0.526 6.090 -4.435 0.6 0.2 -0.1
```
Positions in Å, forces in eV/Å.

Calculated values
total energy = -126790.62681 eV
multiplicity = 3
maximum force = 5.907 eV/A
HOMO (spin up / spin down) = -11.19 / -11.19 eV
<S²> = 2.0067
net charge = +2